C4H7NO2S | ωB97M-V/def2-TZVPD

XYZ file:
```
15
Properties=species:S:1:pos:R:3:nbo_charge:R:1
O -0.107 2.735 -0.945 -0.797
C -0.735 1.722 -1.314 0.460
N -0.563 0.456 -0.870 -0.754
C 0.414 0.039 0.176 -0.099
C 0.691 -1.533 -0.079 -0.065
O 0.858 -1.713 -1.510 -0.828
C -0.337 0.280 1.550 -0.508
S 0.445 -0.719 2.893 -0.810
H -1.581 1.874 -2.031 0.046
H 1.381 0.646 0.117 0.178
H 1.559 -2.031 0.328 0.180
H -0.303 -2.057 0.094 0.147
H 0.115 -1.041 -1.770 0.490
H -1.443 0.024 1.529 0.173
H -0.395 1.319 1.831 0.186
```

**Total charge**: -2
**Orbital gap**: 5.47 eV
**HOMO**: 0.80 eV
**Energy relative to the best compared isomer or geometry (same formula, charge and spin)**: 58.2 kcal per mole
**F_max**: 0.0573 hartree/bohr
**Structure (SMILES)**: [O-]/C=N\[C@H](CO)C[S-]

C35H26GeN3O2V | ωB97M-V/def2-TZVPD

XYZ file:
```
68
Properties=species:S:1:pos:R:3:nbo_charge:R:1
V -0.113 0.192 -0.066 1.300
O 1.631 -0.120 6.519 -0.707
C 0.447 -0.024 6.171 0.731
O -0.629 0.113 6.763 -0.700
C 0.279 -0.080 4.619 0.016
C 1.381 -0.344 3.818 -0.211
C 1.219 -0.311 2.449 0.250
N 0.027 -0.017 1.918 -0.518
C -1.066 0.159 2.672 0.151
C -0.973 0.127 4.047 -0.186
C -2.301 0.254 1.870 0.216
C -3.560 0.354 2.434 -0.202
C -4.672 0.362 1.606 -0.096
C -4.503 0.258 0.233 -0.236
C -3.222 0.144 -0.263 0.078
N -2.140 0.134 0.529 -0.523
C 2.230 -0.656 1.434 0.201
C 3.490 -1.121 1.749 -0.200
C 4.331 -1.531 0.725 -0.091
C 3.889 -1.479 -0.588 -0.236
C 2.618 -1.001 -0.834 0.078
N 1.800 -0.606 0.148 -0.538
H 2.317 -0.544 4.328 0.278
H -1.802 0.253 4.734 0.276
H -3.665 0.423 3.507 0.256
H -5.663 0.443 2.032 0.248
H -5.344 0.258 -0.444 0.251
H -3.043 0.054 -1.327 0.213
H 3.806 -1.167 2.781 0.257
H 5.321 -1.902 0.955 0.246
H 4.512 -1.802 -1.410 0.248
H 2.233 -0.926 -1.844 0.221
C 0.076 1.967 -0.297 -0.788
Ge 1.789 2.914 -0.703 1.556
C 1.356 4.813 -0.604 -0.465
C 0.181 5.305 -0.042 -0.217
C -0.047 6.672 0.041 -0.191
C 0.900 7.564 -0.439 -0.191
C 2.077 7.086 -1.001 -0.218
C 2.302 5.721 -1.081 -0.139
C 3.082 2.459 0.687 -0.387
C 4.429 2.181 0.462 -0.236
C 5.295 1.962 1.527 -0.216
C 4.829 2.029 2.834 -0.189
C 3.494 2.328 3.077 -0.213
C 2.633 2.541 2.009 -0.235
C 2.250 2.403 -2.528 -0.491
C 3.303 1.555 -2.870 -0.223
C 3.541 1.216 -4.197 -0.204
C 2.726 1.720 -5.201 -0.192
C 1.679 2.574 -4.876 -0.221
C 1.447 2.913 -3.551 -0.137
H -0.820 2.592 -0.276 0.236
H -0.570 4.631 0.356 0.198
H -0.963 7.040 0.486 0.221
H 0.725 8.630 -0.374 0.226
H 2.821 7.779 -1.374 0.225
H 3.227 5.364 -1.523 0.206
H 4.831 2.167 -0.544 0.213
H 6.342 1.761 1.334 0.224
H 5.507 1.871 3.664 0.231
H 3.127 2.399 4.094 0.242
H 1.596 2.793 2.215 0.215
H 3.960 1.161 -2.105 0.207
H 4.373 0.569 -4.448 0.220
H 2.914 1.460 -6.235 0.227
H 1.050 2.983 -5.656 0.226
H 0.641 3.601 -3.314 0.212
```

**Total charge**: +1
**Orbital gap (spin up / spin down)**: 5.74 / 5.87 eV
**HOMO (spin up / spin down)**: -10.39 / -10.39 eV
**Energy relative to the best compared isomer or geometry (same formula, charge and spin)**: 8.1 kcal per mole
**F_max**: 0.0135 hartree/bohr
**Multiplicity**: 2

C3H4F2IN | ωB97M-V/def2-TZVPD

XYZ file:
```
11
Properties=species:S:1:pos:R:3:nbo_charge:R:1
H 0.835 -1.238 -1.782 0.356
N 1.201 -0.837 -0.922 -0.572
C 0.390 -0.257 -0.169 0.207
C 0.812 0.359 1.117 -0.678
C -1.099 -0.121 -0.484 0.583
F -1.876 -0.334 0.588 -0.329
F -1.493 -1.002 -1.417 -0.332
I -1.506 1.897 -1.242 0.047
H 0.286 -0.115 1.944 0.237
H 1.882 0.227 1.239 0.245
H 0.569 1.420 1.128 0.236
```

**Total charge**: 0
**Orbital gap**: 9.90 eV
**HOMO**: -10.12 eV
**Energy relative to the best compared isomer or geometry (same formula, charge and spin)**: 0.0 kcal per mole
**F_max**: 0.0182 hartree/bohr
**Structure (SMILES)**: [H]/N=C(/C)C(F)(F)I

C40H104F2MnN8O12 | ωB97M-V/def2-TZVPD

XYZ file:
```
167
Properties=species:S:1:pos:R:3:lowdin_charge:R:1
Mn 2.442 -1.410 2.167 0.852
F 3.533 -2.503 3.526 -0.560
F 1.376 -0.384 0.751 -0.452
C 2.483 -4.476 0.350 -0.043
O 2.807 -3.059 0.585 -0.226
C 4.196 -2.877 0.201 -0.222
C 4.501 -1.456 0.099 -0.182
N 4.366 -0.708 1.372 -0.097
C 4.433 0.714 1.374 -0.161
C 5.832 1.238 0.718 -0.178
O 5.861 1.006 -0.674 -0.252
C 7.223 1.115 -1.219 -0.058
H 3.214 -5.181 0.747 0.094
H 2.385 -4.740 -0.703 0.089
H 1.578 -4.729 0.903 0.074
H 4.515 -3.394 -0.704 0.135
H 4.874 -3.319 0.931 0.132
H 3.760 -1.084 -0.607 0.108
H 5.516 -1.393 -0.294 0.131
H 5.169 -1.005 1.907 0.128
H 4.430 1.180 2.359 0.112
H 3.559 1.097 0.847 0.094
H 6.698 0.858 1.262 0.118
H 5.908 2.323 0.789 0.099
H 7.137 0.843 -2.271 0.089
H 7.990 0.515 -0.728 0.084
H 7.506 2.160 -1.094 0.084
C -1.547 -6.078 2.778 -0.097
O -0.835 -4.994 2.232 -0.223
C -1.533 -3.778 2.277 -0.202
C -0.556 -2.583 1.890 -0.131
N 0.609 -2.605 2.797 -0.075
C 0.362 -2.085 4.142 -0.194
C 0.425 -0.595 4.302 -0.180
O 1.616 -0.156 3.644 -0.256
C 1.825 1.216 3.812 -0.076
H -1.113 -6.958 2.303 0.089
H -2.635 -6.141 2.768 0.092
H -1.246 -5.963 3.819 0.092
H -1.999 -3.691 3.259 0.105
H -2.331 -3.778 1.535 0.107
H -1.099 -1.643 1.983 0.104
H -0.278 -2.669 0.840 0.090
H 0.701 -3.600 2.947 0.104
H 1.158 -2.404 4.815 0.125
H -0.590 -2.445 4.532 0.119
H 0.354 -0.301 5.349 0.140
H -0.531 -0.355 3.836 0.111
H 2.520 1.406 2.994 0.066
H 2.285 1.495 4.760 0.102
H 0.930 1.829 3.708 0.087
C -2.540 3.414 6.098 -0.095
O -3.542 3.034 5.136 -0.200
C -3.157 3.336 3.789 -0.204
C -4.224 2.753 2.820 -0.191
N -4.614 1.415 3.221 -0.058
C -3.670 0.461 2.645 -0.180
C -3.904 -1.043 3.035 -0.188
O -3.325 -1.556 4.221 -0.196
C -3.771 -0.935 5.385 -0.117
H -2.781 3.086 7.109 0.084
H -2.394 4.494 6.115 0.085
H -1.558 2.968 5.940 0.075
H -2.175 2.956 3.507 0.099
H -3.023 4.407 3.635 0.119
H -3.897 2.849 1.784 0.112
H -5.156 3.309 2.921 0.113
H -4.614 1.463 4.230 0.078
H -2.640 0.676 2.932 0.105
H -3.774 0.585 1.567 0.096
H -3.562 -1.662 2.205 0.087
H -4.964 -1.292 3.061 0.113
H -3.350 0.068 5.448 0.075
H -3.477 -1.432 6.310 0.089
H -4.855 -0.840 5.457 0.094
C -0.781 -6.620 -1.893 -0.103
O -0.059 -5.510 -2.405 -0.192
C -0.512 -4.352 -1.757 -0.192
C 0.113 -2.992 -2.488 -0.147
N -0.763 -2.350 -3.529 -0.066
C -1.299 -3.276 -4.567 -0.177
C -2.116 -2.511 -5.619 -0.242
O -1.311 -1.852 -6.555 -0.180
C -2.103 -1.385 -7.618 -0.114
H -0.386 -6.927 -0.925 0.082
H -0.661 -7.437 -2.605 0.089
H -1.844 -6.427 -1.751 0.085
H -0.197 -4.335 -0.713 0.087
H -1.594 -4.246 -1.837 0.095
H 1.138 -3.157 -2.820 0.098
H 0.310 -2.145 -1.832 0.069
H -0.207 -1.689 -4.052 0.086
H -2.035 -3.925 -4.092 0.108
H -0.477 -3.899 -4.921 0.124
H -2.784 -1.809 -5.120 0.108
H -2.672 -3.339 -6.059 0.120
H -2.447 -2.227 -8.218 0.086
H -1.477 -0.817 -8.305 0.088
H -2.918 -0.793 -7.201 0.090
C 2.054 -0.364 -2.698 -0.053
C 2.794 0.995 -2.532 -0.380
C 2.741 1.951 -3.774 -0.104
O 3.407 3.283 -3.555 -0.241
C 4.800 3.138 -3.174 -0.088
N 2.110 1.601 -1.399 0.067
H 2.135 -1.152 -1.949 0.054
H 2.307 -0.870 -3.629 0.081
H 0.996 -0.142 -2.839 0.063
H 3.824 0.830 -2.215 0.105
H 1.738 2.191 -4.127 0.123
H 3.229 1.457 -4.615 0.114
H 4.898 2.754 -2.159 0.054
H 5.321 4.096 -3.182 0.090
H 5.295 2.524 -3.927 0.089
H 2.204 0.907 -0.671 0.027
H 2.623 2.395 -1.043 0.037
C -4.202 -1.230 -2.541 -0.062
C -3.845 -1.450 -1.085 -0.402
C -4.674 -2.681 -0.579 -0.181
O -6.082 -2.506 -0.849 -0.199
C -6.691 -1.445 -0.053 -0.080
N -2.392 -1.604 -0.911 0.070
H -3.529 -0.508 -3.004 0.066
H -5.146 -0.711 -2.708 0.075
H -4.076 -2.083 -3.207 0.073
H -4.098 -0.606 -0.443 0.109
H -4.536 -2.842 0.490 0.090
H -4.336 -3.629 -0.999 0.115
H -7.766 -1.487 -0.230 0.082
H -6.363 -0.470 -0.413 0.078
H -6.589 -1.550 1.027 0.076
H -2.014 -0.668 -0.963 0.009
H -1.967 -1.956 -1.757 0.016
C 0.744 6.241 -0.712 -0.058
C 1.856 5.451 -1.400 -0.391
C 2.779 4.828 -0.325 -0.195
O 3.538 5.771 0.435 -0.174
C 4.766 5.324 0.940 -0.112
N 1.208 4.575 -2.390 0.077
H -0.151 5.712 -0.383 0.061
H 0.414 6.893 -1.520 0.074
H 1.178 6.804 0.114 0.074
H 2.472 6.148 -1.967 0.141
H 3.441 4.238 -0.958 0.084
H 2.302 4.048 0.269 0.106
H 4.620 4.484 1.620 0.075
H 5.272 6.158 1.426 0.093
H 5.354 4.930 0.111 0.076
H 0.757 3.774 -1.972 0.025
H 1.861 4.111 -3.006 0.023
C -0.371 2.675 0.694 -0.022
C -1.390 1.948 -0.288 -0.363
C -1.775 2.824 -1.522 -0.157
O -2.306 4.134 -1.124 -0.208
C -2.780 4.836 -2.313 -0.092
N -0.801 0.714 -0.675 0.031
H -0.813 3.643 0.932 0.063
H 0.542 2.926 0.155 0.031
H 0.014 2.150 1.568 0.055
H -2.313 1.682 0.227 0.100
H -2.434 2.362 -2.257 0.111
H -0.952 3.067 -2.193 0.093
H -1.909 5.240 -2.830 0.073
H -3.375 5.689 -1.988 0.085
H -3.262 4.220 -3.072 0.079
H -0.254 0.873 -1.509 0.054
H -0.137 0.411 0.023 0.033
```

**Total charge**: 0
**Orbital gap (spin up / spin down)**: 7.54 / 8.45 eV
**HOMO (spin up / spin down)**: -7.19 / -8.10 eV
**F_max**: 0.0723 hartree/bohr
**Multiplicity**: 6

> total charge of number 3 (C3H4F2IN)?

0

What did the second record say?
C35H26GeN3O2V | ωB97M-V/def2-TZVPD

XYZ file:
```
68
Properties=species:S:1:pos:R:3:nbo_charge:R:1
V -0.113 0.192 -0.066 1.300
O 1.631 -0.120 6.519 -0.707
C 0.447 -0.024 6.171 0.731
O -0.629 0.113 6.763 -0.700
C 0.279 -0.080 4.619 0.016
C 1.381 -0.344 3.818 -0.211
C 1.219 -0.311 2.449 0.250
N 0.027 -0.017 1.918 -0.518
C -1.066 0.159 2.672 0.151
C -0.973 0.127 4.047 -0.186
C -2.301 0.254 1.870 0.216
C -3.560 0.354 2.434 -0.202
C -4.672 0.362 1.606 -0.096
C -4.503 0.258 0.233 -0.236
C -3.222 0.144 -0.263 0.078
N -2.140 0.134 0.529 -0.523
C 2.230 -0.656 1.434 0.201
C 3.490 -1.121 1.749 -0.200
C 4.331 -1.531 0.725 -0.091
C 3.889 -1.479 -0.588 -0.236
C 2.618 -1.001 -0.834 0.078
N 1.800 -0.606 0.148 -0.538
H 2.317 -0.544 4.328 0.278
H -1.802 0.253 4.734 0.276
H -3.665 0.423 3.507 0.256
H -5.663 0.443 2.032 0.248
H -5.344 0.258 -0.444 0.251
H -3.043 0.054 -1.327 0.213
H 3.806 -1.167 2.781 0.257
H 5.321 -1.902 0.955 0.246
H 4.512 -1.802 -1.410 0.248
H 2.233 -0.926 -1.844 0.221
C 0.076 1.967 -0.297 -0.788
Ge 1.789 2.914 -0.703 1.556
C 1.356 4.813 -0.604 -0.465
C 0.181 5.305 -0.042 -0.217
C -0.047 6.672 0.041 -0.191
C 0.900 7.564 -0.439 -0.191
C 2.077 7.086 -1.001 -0.218
C 2.302 5.721 -1.081 -0.139
C 3.082 2.459 0.687 -0.387
C 4.429 2.181 0.462 -0.236
C 5.295 1.962 1.527 -0.216
C 4.829 2.029 2.834 -0.189
C 3.494 2.328 3.077 -0.213
C 2.633 2.541 2.009 -0.235
C 2.250 2.403 -2.528 -0.491
C 3.303 1.555 -2.870 -0.223
C 3.541 1.216 -4.197 -0.204
C 2.726 1.720 -5.201 -0.192
C 1.679 2.574 -4.876 -0.221
C 1.447 2.913 -3.551 -0.137
H -0.820 2.592 -0.276 0.236
H -0.570 4.631 0.356 0.198
H -0.963 7.040 0.486 0.221
H 0.725 8.630 -0.374 0.226
H 2.821 7.779 -1.374 0.225
H 3.227 5.364 -1.523 0.206
H 4.831 2.167 -0.544 0.213
H 6.342 1.761 1.334 0.224
H 5.507 1.871 3.664 0.231
H 3.127 2.399 4.094 0.242
H 1.596 2.793 2.215 0.215
H 3.960 1.161 -2.105 0.207
H 4.373 0.569 -4.448 0.220
H 2.914 1.460 -6.235 0.227
H 1.050 2.983 -5.656 0.226
H 0.641 3.601 -3.314 0.212
```

**Total charge**: +1
**Orbital gap (spin up / spin down)**: 5.74 / 5.87 eV
**HOMO (spin up / spin down)**: -10.39 / -10.39 eV
**Energy relative to the best compared isomer or geometry (same formula, charge and spin)**: 8.1 kcal per mole
**F_max**: 0.0135 hartree/bohr
**Multiplicity**: 2